Record 1
14
Properties=species:S:1:pos:R:3:mulliken_spin:R:1 method="wB97M-V/def2-TZVPD" orbital_gap_ev="6.04 / 4.90" e_tot_ev=-42046.424 s_squared=6.00 multiplicity=5 total_charge=+2 largest_force_ha_per_bohr=0.1134 lumo_energy_ev="-11.050 / -12.192"
O -1.419 -0.720 -0.503 -0.001
C -0.735 -0.198 0.466 -0.001
O 0.580 -0.199 -0.199 0.000
H 1.854 -2.258 -2.966 0.000
Er 0.518 2.204 2.951 4.002
O -0.962 0.502 1.415 0.000
O 0.337 -2.067 -1.566 0.000
C 0.760 -2.198 -2.940 0.000
C 0.214 -0.924 -3.576 0.000
O -0.002 -0.074 -2.430 0.000
C -0.029 -0.817 -1.335 0.000
H 0.320 -3.113 -3.345 0.000
H -0.742 -1.076 -4.089 0.000
H 0.926 -0.427 -4.240 0.000

***

Record 2
12
Properties=species:S:1:pos:R:3:lowdin_charge:R:1 method="wB97M-V/def2-TZVPD" orbital_gap_ev=9.39 e_tot_ev=-11398.179 smiles="[H]/N=c1/nc(F)cc[nH]1" total_charge=0 largest_force_ha_per_bohr=0.1236 lumo_energy_ev=0.388
C -0.732 0.542 -1.171 -0.442
C 0.642 1.040 -1.113 -0.005
C 1.099 0.470 0.000 -0.090
C -0.869 -0.781 0.593 -0.521
H 1.340 1.661 -1.815 0.160
H 2.291 0.418 0.222 0.167
H 0.756 -0.508 1.817 0.095
H -0.771 -1.722 2.078 0.095
N 0.351 -0.284 0.982 0.093
N -1.423 -1.772 1.160 0.115
N -1.382 -0.338 -0.651 0.231
F -1.301 1.273 -2.100 0.102

***

Record 3
14
Properties=species:S:1:pos:R:3:lowdin_charge:R:1 method="wB97M-V/def2-TZVPD" orbital_gap_ev=10.34 e_tot_ev=-15493.246 total_charge=0 largest_force_ha_per_bohr=0.0717 lumo_energy_ev=0.533
C -0.389 -1.757 -0.575 -0.447
C 2.854 0.405 -0.015 -0.280
C -0.554 0.433 0.752 -0.444
C -1.170 1.356 -0.294 -0.011
N 1.694 0.570 0.219 0.099
N 0.684 0.137 0.967 0.086
N -0.860 -2.328 0.347 0.239
O -0.015 -1.298 -1.591 0.138
O 3.890 0.368 -0.560 0.151
F -1.408 -0.034 1.618 0.109
H -1.744 0.753 -1.166 0.129
H -0.438 1.954 -0.908 0.086
H -1.956 2.094 0.015 0.085
H -0.587 -2.653 1.192 0.060

***

Record 4
11
Properties=species:S:1:pos:R:3:lowdin_charge:R:1 method="wB97M-V/def2-TZVPD" orbital_gap_ev=8.33 e_tot_ev=-11025.493 smiles="O=C([O-])C1(F)CC1" total_charge=-1 largest_force_ha_per_bohr=0.0539 lumo_energy_ev=4.240
C -2.579 -0.406 -0.036 -0.721
C -0.069 0.102 -0.765 -0.084
C -0.114 0.117 0.716 -0.138
C -1.337 0.499 0.044 -0.418
O -3.639 0.210 -0.014 -0.030
O -2.274 -1.595 0.046 -0.045
F -1.491 1.827 0.008 0.044
H 0.470 0.947 -1.179 0.076
H 0.197 -0.952 -1.212 0.134
H -0.068 -0.893 0.995 0.082
H 0.345 0.794 1.410 0.100

***

Record 5
10
Properties=species:S:1:pos:R:3:mulliken_spin:R:1 method="wB97M-V/def2-TZVPD" orbital_gap_ev="5.91 / 5.58" e_tot_ev=-27084.590 s_squared=20.06 multiplicity=9 total_charge=0 largest_force_ha_per_bohr=0.0452 lumo_energy_ev="-0.206 / -1.431"
H 0.282 -2.583 -1.328 -0.001
C 0.201 -1.515 -1.102 0.036
C 1.017 -0.932 -0.291 0.040
C 1.473 -0.007 0.592 -0.003
H 2.248 0.697 0.270 0.001
H 1.549 -0.275 1.651 -0.001
C -1.276 1.464 0.188 1.213
O -2.178 0.850 0.851 0.427
Gd -2.231 -0.212 -1.381 6.145
H -1.086 2.513 0.551 0.143

***

Record 6
14
Properties=species:S:1:pos:R:3:mulliken_spin:R:1 method="wB97M-V/def2-TZVPD" orbital_gap_ev="6.12 / 7.47" e_tot_ev=-40228.297 s_squared=8.75 multiplicity=6 total_charge=+2 largest_force_ha_per_bohr=0.0883 lumo_energy_ev="-10.341 / -10.481"
O 1.468 -0.360 -2.221 0.001
C 2.501 -0.330 -1.645 -0.014
O 1.519 0.395 0.625 -0.040
H -2.402 1.419 0.871 0.000
Ho 4.115 -0.076 1.507 5.083
O 3.509 -0.596 -1.097 -0.003
O -0.480 1.257 0.129 -0.003
C -1.856 0.824 0.133 0.000
C -1.753 -0.657 0.501 0.000
O -0.329 -0.880 0.566 0.003
C 0.315 0.225 0.271 -0.028
H -2.260 0.994 -0.870 0.000
H -2.173 -1.326 -0.256 0.000
H -2.174 -0.888 1.485 0.000

***

Record 7
14
Properties=species:S:1:pos:R:3:lowdin_charge:R:1 method="wB97M-V/def2-TZVPD" orbital_gap_ev=6.69 e_tot_ev=-34656.663 total_charge=-1 largest_force_ha_per_bohr=0.0719 lumo_energy_ev=2.725
C 2.732 -0.832 1.815 -0.645
C -0.976 -0.343 -1.497 -0.425
C -1.084 0.334 -0.121 -0.856
C -0.078 2.013 -0.345 -1.013
O 2.528 0.057 2.486 0.114
O 2.939 -1.739 1.157 0.154
O -1.719 -1.540 -1.551 -0.160
I -0.076 2.760 1.747 0.360
I 2.096 1.451 -0.721 0.441
I -0.724 -0.967 1.549 0.764
H 0.157 -0.560 -1.599 0.068
H -1.346 0.270 -2.382 0.128
H -2.107 0.720 0.276 0.031
H -2.344 -1.624 -0.816 0.040

***

Record 8
10
Properties=species:S:1:pos:R:3:lowdin_charge:R:1 method="wB97M-V/def2-TZVPD" orbital_gap_ev="6.94 / 8.29" e_tot_ev=-13797.000 total_charge=0 largest_force_ha_per_bohr=0.1137 lumo_energy_ev="-0.973 / -0.303"
C -0.098 1.506 0.094 0.125
C 0.795 0.541 -0.190 -0.319
C -1.633 0.040 0.362 -0.749
C -0.728 -1.044 0.155 -0.490
N 0.533 -0.736 -0.190 -0.007
I -3.531 0.301 -0.057 0.893
H -0.356 2.578 0.213 0.071
H 1.838 0.874 -0.431 0.118
H -0.637 -1.781 1.132 0.190
H -1.139 -1.726 -0.746 0.169